(1)
Here is C2H5NOS in the gas phase from the OMol25 dataset. Energies are from ωB97M-V/def2-TZVPD.

Results
energy relative to the best compared isomer or geometry (same formula, charge and spin)	30.3	kcal per mole
electronic energy	-607.35849	Ha
HOMO level	-9.52	eV
molar mass	91.1	g/mol
SMILES	NCC(=O)S
lowest unoccupied orbital energy	0.0226	hartree

Last column: Löwdin charge in e.
Element x y z (Å)
N: 1.49033 0.53814 -0.40789  0.049
C: 0.07827 0.54148 -0.10594  -0.263
C: -0.40863 -0.81761 0.22042  -0.821
O: 0.35529 -1.70670 0.28758  0.046
S: -2.16635 -1.05289 0.55557  0.785
H: 1.59259 -0.02996 -1.15687  0.034
H: 2.04144 0.36719 0.37428  0.059
H: 0.01367 1.08693 0.78516  0.113
H: -0.39397 0.79751 -0.97803  0.095
H: -2.60264 0.27592 0.42572  -0.095

=====

(2)
Here is a molecular structure, C19H24CoN4S5Si from the OMol25 dataset. Energies are from ωB97M-V/def2-TZVPD.

Results
energy relative to the best compared isomer or geometry (same formula, charge and spin)	34.4	kcal per mole
electronic energy	-4620.72935	Ha
charge	-1
HOMO level (spin up / spin down)	-3.61 / -3.67	eV
molar mass	555.8	g/mol
lowest unoccupied orbital energy (spin up / spin down)	0.0566 / 0.0901	hartree

Last column: Löwdin charge in e.
Element x y z (Å)
Co: -0.00929 0.51860 0.85880  -0.197
S: -0.09407 0.35324 3.16019  0.023
S: 1.70081 -0.01529 3.95645  -0.116
S: 3.18462 0.15292 2.39473  -0.101
S: 2.26728 -0.04522 0.64080  0.059
N: -0.18489 -0.25517 -1.16430  -0.030
C: -1.53715 -0.70392 -1.53135  -0.259
C: -2.54721 -0.01431 -0.62832  -0.229
N: -2.05132 -0.14694 0.74716  -0.033
H: 0.19801 0.38558 -1.84832  0.078
H: 0.44478 -1.05618 -1.08897  0.026
H: -1.59426 -1.77784 -1.34939  0.037
H: -1.76800 -0.50769 -2.58052  0.115
H: -3.53340 -0.46830 -0.76830  0.118
H: -2.61615 1.04932 -0.87076  0.085
H: -1.89595 -1.14176 0.95836  -0.018
H: -2.72164 0.20615 1.41846  0.095
C: 4.46012 4.11667 -0.43088  -0.100
C: 3.89742 4.47340 0.78523  -0.095
C: 2.58904 4.11762 1.07717  -0.118
C: 1.80826 3.39930 0.17229  -0.331
C: 2.40203 3.03786 -1.03908  -0.146
C: 3.70312 3.39737 -1.34585  -0.097
Si: 0.08533 2.80059 0.70792  0.691
C: -1.25600 3.30011 -0.54600  -0.323
C: -1.11193 3.16744 -1.92877  -0.118
C: -2.16211 3.42870 -2.79685  -0.097
C: -3.39256 3.83499 -2.29932  -0.103
C: -3.55896 3.97806 -0.92789  -0.099
C: -2.50559 3.70398 -0.06858  -0.132
H: 5.48443 4.38277 -0.66047  0.094
H: 4.48432 5.02389 1.51057  0.097
H: 2.16480 4.39445 2.03647  0.091
H: 1.84746 2.44077 -1.75525  0.077
H: 4.13898 3.10017 -2.29231  0.097
H: -0.20312 3.74257 1.83410  -0.009
H: -0.15759 2.85888 -2.34149  0.081
H: -2.02431 3.31616 -3.86586  0.098
H: -4.21598 4.03379 -2.97382  0.095
H: -4.51337 4.30297 -0.53104  0.097
H: -2.65027 3.80561 1.00249  0.094
C: 1.54960 -7.20056 2.50157  -0.050
C: 0.59379 -6.64435 1.48405  -0.371
C: -0.09302 -7.46435 0.59266  -0.065
C: -0.92412 -6.81687 -0.30849  -0.187
N: -1.08395 -5.50489 -0.34276  0.019
C: -0.38770 -4.77324 0.56880  -0.880
S: -0.57198 -3.07545 0.56547  0.571
N: 0.44877 -5.32765 1.47607  0.073
H: 1.55476 -8.29094 2.49388  0.062
H: 1.27776 -6.84171 3.49406  0.075
H: 2.55456 -6.83283 2.29054  0.077
H: 0.02002 -8.54041 0.60335  0.085
H: -1.49415 -7.37809 -1.04672  0.092